No. 1
ORCA calculation (ωB97M-V with the def2-TZVPD basis set) on an isolated ion of composition C5H8NO2 and charge -1 in a non-equilibrium geometry.

## Properties
- molar mass (g mol⁻¹) = 114.12
- SMILES string = C=NCCCC(=O)[O-]
- E_LUMO (eV) = 3.8
- charge = -1
- energy relative to the best compared isomer or geometry (same formula, charge and spin) (kcal/mol) = 46.1
- E_HOMO (eV) = -3.8419
- orbital gap (eV) = 7.61

The geometry in XYZ format:
```
16
C5H8NO2 (ωB97M-V with the def2-TZVPD basis set)
O -2.57 0.83 0.87
C -1.95 1.15 -0.15
O -1.34 2.14 -0.37
C -1.58 -0.06 -1.12
C -0.04 -0.34 -0.87
C 0.29 -0.48 0.70
C 2.60 -0.29 1.07
N 1.62 -1.12 0.93
H -1.62 0.21 -2.14
H -2.29 -0.81 -0.89
H 0.08 -1.29 -1.44
H 0.66 0.51 -0.99
H 0.32 0.64 1.11
H -0.54 -1.01 1.18
H 3.64 -0.85 1.23
H 2.72 0.76 0.90
```

Atomic partial charges in e from the natural (NBO) method, atoms 1 to 8: number 1, O, carries -0.80; number 2, C, carries 0.77; number 3, O, carries -0.77; number 4, C, carries -0.54; number 5, C, carries -0.40; number 6, C, carries -0.27; number 7, C, carries -0.10; number 8, N, carries -0.38

No. 2
ORCA calculation (ωB97M-V with the def2-TZVPD basis set) on a 2-piece molecular cluster, C2H4O3P overall in a non-equilibrium geometry.

## Properties
- molar mass (g mol⁻¹) = 107.02
- E_LUMO (eV) = 3.9
- charge = -1
- energy relative to the best compared isomer or geometry (same formula, charge and spin) (kcal/mol) = 6.8
- E_HOMO (eV) = -4.9786
- orbital gap (eV) = 8.90

The geometry in XYZ format:
```
10
C2H4O3P (ωB97M-V with the def2-TZVPD basis set)
C -0.38 0.24 -0.45
C 0.80 0.21 0.22
O -3.36 1.29 0.65
O -3.31 -1.22 0.89
O -3.69 -0.18 -1.44
P -3.41 -0.04 0.02
H -0.71 -0.43 -1.22
H -1.07 0.95 -0.23
H 0.91 1.14 0.94
H 1.53 -0.53 -0.05
```

Atomic partial charges in e from the natural (NBO) method, atoms 1 to 8: number 1, C, carries -0.36; number 2, C, carries -0.44; number 3, O, carries -1.14; number 4, O, carries -1.13; number 5, O, carries -1.13; number 6, P, carries 2.41; number 7, H, carries 0.20; number 8, H, carries 0.20

No. 3
ORCA calculation (ωB97M-V with the def2-TZVPD basis set) on C21H45I2O7SSiSn as an isolated structure in a non-equilibrium geometry.

## Properties
- molar mass (g mol⁻¹) = 842.26
- E_LUMO (eV) = -8.5
- charge = +3
- energy relative to the best compared isomer or geometry (same formula, charge and spin) (kcal/mol) = 9.9
- E_HOMO (eV) = -17.2015
- orbital gap (eV) = 8.67

The geometry in XYZ format:
```
78
C21H45I2O7SSiSn (ωB97M-V with the def2-TZVPD basis set)
Sn -0.36 -0.10 1.67
C 2.43 1.43 0.16
C 2.60 1.60 1.66
O 1.99 0.54 2.40
C 2.81 -0.57 2.81
C 2.65 -1.75 1.88
O 1.25 -2.04 1.84
C 0.86 -3.17 1.06
C 0.77 -2.79 -0.40
O 0.05 -1.56 -0.43
C -0.38 -1.16 -1.72
C 0.59 1.38 -1.41
O 1.04 1.18 -0.08
H 3.02 0.60 -0.24
H 2.74 2.35 -0.33
H 2.09 2.51 1.97
H 3.66 1.68 1.90
H 2.45 -0.85 3.80
H 3.86 -0.27 2.89
H 3.19 -2.60 2.29
H 3.03 -1.52 0.88
H -0.13 -3.45 1.42
H 1.55 -4.00 1.22
H 0.24 -3.57 -0.96
H 1.76 -2.65 -0.84
H -1.22 -1.78 -2.06
H 0.43 -1.21 -2.44
H 0.41 2.44 -1.60
H 1.32 0.98 -2.13
I -3.13 1.77 1.79
C -4.15 0.19 2.83
I -2.97 -1.60 3.00
H -5.04 -0.05 2.27
H -4.38 0.54 3.83
C -0.06 3.92 -5.07
C 0.78 3.24 -6.14
C 2.24 3.64 -6.06
C 0.20 3.45 -7.52
O 0.77 1.78 -5.85
Si -0.24 0.59 -5.89
S -0.99 0.53 -1.62
O -1.78 0.83 -5.89
C -3.04 0.05 -6.03
C -3.04 -0.59 -7.41
C -3.06 -0.99 -4.93
C -4.15 1.07 -5.87
O 0.34 -0.86 -5.74
C 1.57 -1.57 -6.14
C 2.61 -1.32 -5.05
C 1.18 -3.04 -6.22
C 2.04 -1.03 -7.48
H -0.06 4.99 -5.24
H 0.36 3.73 -4.08
H -1.09 3.56 -5.10
H 2.34 4.71 -6.25
H 2.83 3.11 -6.82
H 2.66 3.42 -5.08
H 0.29 4.50 -7.80
H -0.85 3.17 -7.55
H 0.75 2.86 -8.26
H -2.19 -1.28 -7.52
H -2.99 0.17 -8.19
H -3.96 -1.15 -7.55
H -2.25 -1.71 -5.05
H -4.01 -1.53 -4.96
H -2.98 -0.50 -3.95
H -4.10 1.82 -6.66
H -4.08 1.56 -4.91
H -5.12 0.57 -5.95
H 2.28 -1.75 -4.10
H 2.79 -0.25 -4.94
H 3.55 -1.80 -5.33
H 0.77 -3.38 -5.28
H 2.06 -3.64 -6.46
H 0.44 -3.19 -7.01
H 2.35 0.01 -7.38
H 1.24 -1.09 -8.22
H 2.88 -1.61 -7.84
```

Atomic partial charges in e from the Löwdin method, atoms 1 to 8: number 1, Sn, carries 1.31; number 2, C, carries -0.14; number 3, C, carries -0.13; number 4, O, carries -0.28; number 5, C, carries -0.12; number 6, C, carries -0.13; number 7, O, carries -0.29; number 8, C, carries -0.14

No. 4
ORCA calculation (ωB97M-V with the def2-TZVPD basis set) on a 7-piece molecular cluster, C28H45F9N6O8 overall.

## Properties
- molar mass (g mol⁻¹) = 764.68
- SMILES string = O=C1C=CC(=O)C(C(F)(F)C(F)(F)C(F)(F)C(F)(F)F)=C1.CNC(C)=O.CNC(C)=O.CNC(C)=O.CNC(C)=O.CNC(C)=O.CNC(C)=O
- E_LUMO (eV) = -1.5
- E_HOMO (eV) = -8.9896
- orbital gap (eV) = 7.49

The geometry in XYZ format:
```
96
C28H45F9N6O8 (ωB97M-V with the def2-TZVPD basis set)
O -2.50 7.73 1.57
C -1.48 8.01 1.00
C -1.09 9.42 0.71
C -0.31 9.69 -0.33
C 0.14 8.57 -1.20
O 0.34 8.72 -2.38
C 0.27 7.24 -0.52
C 1.27 6.20 -0.98
F 0.65 5.03 -1.23
F 1.89 6.57 -2.12
C 2.36 5.94 0.12
F 2.55 7.07 0.85
F 1.88 5.00 0.95
C 3.75 5.48 -0.40
F 3.62 4.68 -1.46
F 4.34 4.77 0.58
C 4.74 6.64 -0.72
F 4.16 7.63 -1.39
F 5.27 7.13 0.40
F 5.74 6.15 -1.47
C -0.52 6.97 0.53
H -1.47 10.19 1.37
H 0.00 10.69 -0.61
H -0.49 6.03 1.05
C 3.18 2.07 2.04
C 3.04 1.69 3.49
O 2.12 2.07 4.20
N 4.00 0.87 4.01
C 5.16 0.31 3.34
H 2.34 2.71 1.78
H 4.11 2.61 1.88
H 3.15 1.19 1.41
H 3.86 0.65 4.99
H 5.12 -0.78 3.37
H 6.08 0.63 3.82
H 5.18 0.62 2.30
C 1.87 -1.72 -1.29
C 1.36 -0.70 -0.31
O 1.84 0.43 -0.23
N 0.34 -1.06 0.50
C -0.36 -2.34 0.56
H 2.68 -1.29 -1.87
H 2.24 -2.61 -0.77
H 1.08 -2.03 -1.98
H 0.05 -0.33 1.14
H -1.42 -2.19 0.34
H -0.27 -2.78 1.55
H 0.05 -3.03 -0.17
C 0.62 -3.72 -6.06
C 1.58 -3.63 -4.90
O 1.93 -2.55 -4.43
N 2.07 -4.79 -4.38
C 1.78 -6.14 -4.79
H 0.34 -2.70 -6.34
H 1.09 -4.20 -6.91
H -0.27 -4.28 -5.77
H 2.71 -4.65 -3.61
H 1.33 -6.71 -3.97
H 2.69 -6.65 -5.11
H 1.08 -6.14 -5.62
C -3.62 -5.11 2.23
C -2.21 -5.22 2.78
O -1.23 -5.21 2.05
N -2.07 -5.32 4.13
C -3.12 -5.35 5.13
H -3.56 -5.03 1.15
H -4.21 -5.99 2.50
H -4.12 -4.22 2.63
H -1.12 -5.40 4.43
H -2.98 -4.52 5.83
H -3.07 -6.29 5.69
H -4.10 -5.27 4.68
C -6.47 -6.26 7.28
C -6.96 -5.83 5.91
O -6.76 -6.51 4.92
N -7.62 -4.65 5.82
C -7.94 -3.71 6.87
H -5.97 -7.21 7.18
H -5.77 -5.52 7.68
H -7.30 -6.36 7.97
H -7.92 -4.43 4.88
H -9.02 -3.58 6.96
H -7.48 -2.74 6.67
H -7.56 -4.07 7.83
C 1.36 0.47 -6.11
C 0.70 0.10 -7.41
O 0.18 -1.00 -7.58
N 0.71 1.02 -8.41
C 1.27 2.35 -8.40
H 1.28 -0.37 -5.43
H 2.42 0.70 -6.26
H 0.88 1.34 -5.66
H 0.25 0.70 -9.26
H 0.50 3.10 -8.58
H 2.04 2.45 -9.17
H 1.73 2.56 -7.44
```

Atomic partial charges in e from the Löwdin method, atoms 1 to 8: number 1, O, carries 0.13; number 2, C, carries -0.36; number 3, C, carries 0.02; number 4, C, carries 0.03; number 5, C, carries -0.32; number 6, O, carries 0.15; number 7, C, carries -0.02; number 8, C, carries -0.39

No. 5
ORCA calculation (ωB97M-V with the def2-TZVPD basis set) on C14H38BN3O7PS2 as an isolated structure in a non-equilibrium geometry.

## Properties
- molar mass (g mol⁻¹) = 466.39
- E_LUMO (eV) = 2.6
- charge = -1
- E_HOMO (eV) = -5.4439
- orbital gap (eV) = 8.05

The geometry in XYZ format:
```
66
C14H38BN3O7PS2 (ωB97M-V with the def2-TZVPD basis set)
C 5.11 -4.26 0.28
C 4.38 -3.65 -0.92
B 2.90 -4.14 -0.91
O 2.57 -5.46 -0.85
S 1.61 -2.79 -0.93
O 2.02 -1.93 0.15
O 1.67 -2.14 -2.22
N 0.15 -3.43 -0.68
S -0.73 -2.49 0.29
O -0.85 -1.15 -0.20
O -0.35 -2.61 1.67
P -2.65 -3.49 0.23
O -2.82 -3.65 -1.37
O -2.16 -4.95 0.78
H 4.60 -3.99 1.19
H 5.20 -5.34 0.19
H 6.11 -3.85 0.33
H 4.86 -3.89 -1.86
H 4.37 -2.57 -0.79
H 2.66 -5.75 0.08
H -2.03 -4.07 -1.77
H -1.71 -5.42 0.05
C 0.45 3.42 4.96
C 0.78 2.95 3.55
N 1.77 1.89 3.51
C 2.25 1.62 2.17
C 1.26 1.07 1.14
C 1.46 0.72 4.31
C 0.16 -0.04 4.01
H 1.35 3.75 5.49
H -0.25 4.25 4.92
H -0.03 2.63 5.55
H 1.19 3.81 3.00
H -0.16 2.68 3.04
H 3.10 0.93 2.24
H 2.68 2.55 1.78
H 1.05 0.01 1.29
H 1.69 1.15 0.14
H 0.32 1.62 1.14
H 1.45 1.03 5.36
H 2.30 0.03 4.24
H -0.68 0.64 3.84
H -0.10 -0.67 4.86
H 0.24 -0.69 3.15
C -3.35 3.78 -4.68
C -3.61 2.93 -3.44
N -3.04 1.60 -3.53
C -3.48 0.72 -2.46
C -3.08 1.07 -1.03
C -1.61 1.54 -3.83
C -0.64 2.23 -2.86
H -3.73 3.29 -5.58
H -3.85 4.74 -4.58
H -2.29 3.98 -4.82
H -4.69 2.82 -3.33
H -3.25 3.49 -2.56
H -3.13 -0.29 -2.68
H -4.58 0.67 -2.51
H -2.03 0.83 -0.84
H -3.67 0.48 -0.32
H -3.24 2.12 -0.79
H -1.46 1.96 -4.83
H -1.33 0.49 -3.92
H -1.00 3.21 -2.54
H 0.32 2.38 -3.36
H -0.45 1.63 -1.98
```

Atomic partial charges in e from the natural (NBO) method, atoms 1 to 8: number 1, C, carries -0.60; number 2, C, carries -0.80; number 3, B, carries 0.79; number 4, O, carries -0.93; number 5, S, carries 2.05; number 6, O, carries -0.99; number 7, O, carries -0.98; number 8, N, carries -1.29

No. 6
ORCA calculation (ωB97M-V with the def2-TZVPD basis set) on a 12-piece molecular cluster, C3H30NO12 overall in a non-equilibrium geometry.

## Properties
- molar mass (g mol⁻¹) = 272.27
- E_LUMO (eV) = 2.6
- charge = -1
- energy relative to the best compared isomer or geometry (same formula, charge and spin) (kcal/mol) = 0.0
- E_HOMO (eV) = -6.8526
- orbital gap (eV) = 9.46

The geometry in XYZ format:
```
46
C3H30NO12 (ωB97M-V with the def2-TZVPD basis set)
C -0.90 -1.05 1.86
O 0.48 -1.30 1.86
C -1.28 0.29 1.13
C -1.59 1.37 2.16
N -0.24 0.80 0.23
H -1.19 -1.02 2.92
H -1.41 -1.90 1.36
H -2.16 0.14 0.51
H -0.74 1.53 2.82
H -1.81 2.34 1.71
H -2.42 1.09 2.83
H 0.58 1.07 0.75
H 0.03 0.05 -0.40
H 1.67 -2.61 -0.55
H 0.85 -1.49 0.85
O 1.36 -1.70 -0.47
H -0.67 -1.11 -3.32
H 0.40 0.00 -3.47
O -0.52 -0.22 -3.74
H 3.67 0.78 -0.26
H 4.55 1.88 -0.97
O 3.63 1.69 -0.73
H -2.94 -0.41 -1.78
H -3.74 -1.30 -0.75
O -3.16 -1.35 -1.53
H -1.68 1.29 -1.42
H -1.67 0.70 -2.82
O -2.30 1.11 -2.16
H -4.69 -0.20 0.91
H -3.74 -1.34 1.30
O -4.57 -1.15 0.83
H 1.89 -0.78 -1.84
H 2.54 0.56 -2.14
O 2.17 -0.21 -2.60
H 1.43 -0.16 2.68
H 1.85 1.37 2.66
O 2.08 0.51 3.03
H 1.51 3.31 0.68
H 2.90 2.75 0.45
O 2.36 3.25 1.11
H -0.01 -2.11 -1.52
H -1.61 -2.10 -1.90
O -0.70 -2.37 -2.18
H 3.41 -0.35 1.37
H 2.75 -1.03 0.09
O 3.61 -0.60 0.45
```

Atomic partial charges in e from the natural (NBO) method, atoms 1 to 8: number 1, C, carries -0.08; number 2, O, carries -0.82; number 3, C, carries -0.09; number 4, C, carries -0.62; number 5, N, carries -0.86; number 6, H, carries 0.17; number 7, H, carries 0.15; number 8, H, carries 0.18